(1)
The following is a quantum chemistry calculation of 2 unconnected molecules or ions with the total composition C15H29I2O2 at a distorted geometry, from OMol25.

Geometry as XYZ:
```
48
Properties=species:S:1:pos:R:3:lowdin_charge:R:1
C -2.7904 -5.3820 1.1284 -0.072
C -3.4355 -5.3057 -0.2653 -0.150
C -3.8900 -3.9020 -0.5705 -0.479
O -4.9942 -3.4686 -0.2332 0.081
O -2.9843 -3.1624 -1.2561 -0.060
C -2.2907 -2.1787 -0.4612 -0.280
C -1.6392 -1.1655 -1.3545 -0.313
C -0.4999 -1.6116 -2.3090 -0.630
I 0.3830 -3.5430 -1.6595 0.597
C 0.6052 -0.5841 -2.1532 -0.453
C 1.7709 -0.7137 -3.1213 -0.372
C 3.0361 -0.0239 -2.6167 -0.652
I 3.9812 -1.0818 -1.0192 0.706
H -2.2947 -4.4554 1.3806 0.064
H -3.5419 -5.5918 1.8793 0.069
H -2.0623 -6.1817 1.1404 0.068
H -4.3063 -5.9459 -0.3391 0.107
H -2.7138 -5.6318 -1.0030 0.103
H -1.5723 -2.6586 0.1949 0.051
H -3.0369 -1.6836 0.1651 0.120
H -1.2693 -0.3789 -0.6842 0.091
H -2.4370 -0.7571 -1.9702 0.100
H 0.9632 -0.4694 -1.1154 0.056
H 0.1109 0.3621 -2.3910 0.103
H 1.5079 -0.2387 -4.0623 0.102
H 1.9957 -1.7518 -3.3405 0.044
H 3.7679 0.1118 -3.4009 0.026
H 2.7612 0.9568 -2.2451 0.030
C 0.2210 5.3276 0.6603 -0.115
C 0.0783 4.3693 1.8393 -0.272
C 1.4064 4.0374 2.5176 -0.234
C 2.4264 3.3347 1.6200 -0.229
C 1.9406 2.0267 0.9973 -0.275
C 1.5938 0.9515 2.0212 -0.108
H 0.8412 4.9029 -0.1296 0.065
H -0.7530 5.5551 0.2247 0.067
H 0.6756 6.2690 0.9780 0.071
H -0.4116 3.4515 1.5056 0.100
H -0.5884 4.8175 2.5815 0.101
H 1.2083 3.4195 3.3976 0.099
H 1.8530 4.9640 2.8955 0.105
H 3.3257 3.1329 2.2113 0.108
H 2.7389 4.0134 0.8207 0.099
H 2.7244 1.6399 0.3427 0.066
H 1.0738 2.2101 0.3563 0.099
H 2.4604 0.7161 2.6435 0.074
H 1.2817 0.0339 1.5214 0.060
H 0.7788 1.2638 2.6777 0.064
```

Values from the calculation:
HOMO energy ... -0.087 Eh
Charge ... -1
2S+1 ... 1
LUMO ... 2.55 eV
Electronic energy ... -36321.4128 eV

(2)
The following is a quantum chemistry calculation of 18 unconnected molecules or ions with the total composition C29H39BrCl51N3O8P2 at a distorted geometry, from OMol25.

Geometry as XYZ:
```
133
Properties=species:S:1:pos:R:3:lowdin_charge:R:1
C 3.9573 -0.2095 -3.0926 -0.085
C 3.0715 -1.2567 -3.8252 -0.372
C 2.6432 -0.6244 -5.1596 -0.112
C 1.9235 -1.6044 -2.8285 -0.108
C 1.1122 -2.9347 -2.9712 -0.255
C 0.6613 -3.3262 -1.5328 -0.126
C -0.3395 -2.4243 -0.8486 -0.733
O -0.2367 -1.2584 -0.6522 0.056
Br -1.9461 -3.3456 -0.1580 0.706
C 1.9713 -4.1231 -3.4470 -0.389
N 3.2544 -4.3043 -2.8550 0.140
O 1.2203 -5.3856 -3.2576 -0.121
N 2.0412 -6.5537 -2.9028 0.025
O 1.9790 -7.3377 -3.7455 0.118
C 1.9288 -4.0192 -4.9730 -0.414
O 2.7932 -4.3685 -5.7495 0.090
N 0.7070 -3.4848 -5.2371 0.119
C -0.0141 -2.9430 -4.0805 -0.440
C -1.1888 -3.8824 -3.7030 -0.182
P -2.4207 -4.3228 -4.9286 0.434
O -3.0842 -5.5716 -4.4942 -0.289
O -3.4939 -3.1352 -4.9922 -0.132
O -1.7679 -4.5409 -6.3702 -0.123
P -0.6391 -1.2374 -4.6384 0.987
C -2.0315 -0.7992 -3.5341 -0.223
O -1.4154 -1.5213 -6.0777 -0.306
H 3.3136 0.3850 -2.4358 0.057
H 4.4172 0.4868 -3.7888 0.045
H 4.7025 -0.6705 -2.4474 0.029
H 3.7169 -2.1036 -4.0599 0.094
H 2.3982 -1.4050 -5.8858 0.067
H 3.4589 -0.0437 -5.5992 -0.004
H 1.7924 0.0395 -5.0279 0.037
H 2.3771 -1.5894 -1.8358 0.091
H 1.2398 -0.7539 -2.8463 0.098
H 1.5285 -3.3265 -0.8665 0.089
H 0.2721 -4.3386 -1.4966 0.094
H 3.9842 -4.3554 -3.5581 0.094
H 3.5103 -3.6597 -2.1158 -0.024
H 0.4939 -3.1743 -6.1739 0.132
H -1.7739 -3.3848 -2.9298 0.039
H -0.8649 -4.8345 -3.2895 0.096
H -3.6312 -2.8874 -5.9196 0.088
H -2.2842 -5.2623 -6.7692 0.099
H -1.8779 0.2533 -3.2937 0.039
H -2.9577 -0.8686 -4.1042 0.040
H -2.0782 -1.3741 -2.6145 0.013
H -0.8338 -1.2805 -6.8078 0.057
C 0.4667 4.4556 -0.9382 -1.589
Cl -1.1968 3.9583 -0.6440 0.518
Cl 1.6020 3.1297 -0.6652 0.506
Cl 0.6521 5.1115 -2.5667 0.522
H 0.7024 5.2411 -0.2281 -0.102
C 2.0082 8.2598 0.8989 -1.499
Cl 2.0643 8.4706 2.6484 0.566
Cl 3.4021 7.3336 0.3363 0.554
Cl 0.5193 7.4536 0.4067 0.595
H 2.0384 9.2382 0.4370 0.023
C -5.2811 3.6347 0.6319 -1.569
Cl -5.7636 5.2952 0.2618 0.529
Cl -4.4732 2.9035 -0.7522 0.518
Cl -4.2362 3.5925 2.0495 0.524
H -6.1751 3.0653 0.8482 -0.016
C -4.2874 -6.3474 1.2057 -1.549
Cl -5.1683 -4.8407 0.9389 0.509
Cl -3.1887 -6.6895 -0.1309 0.503
Cl -3.4017 -6.2914 2.7291 0.496
H -5.0065 -7.1543 1.2666 0.001
C 6.5025 -1.5549 -6.9215 -1.529
Cl 5.8217 -0.0769 -6.2291 0.583
Cl 6.1946 -2.9466 -5.8901 0.551
Cl 5.8714 -1.8257 -8.5445 0.535
H 7.5739 -1.4239 -6.9930 0.010
C 7.0789 8.5652 0.0655 -1.567
Cl 6.6269 10.2596 -0.1242 0.526
Cl 7.8738 7.9604 -1.3894 0.528
Cl 8.0955 8.3381 1.4844 0.505
H 6.1709 7.9952 0.2124 -0.049
C 6.8724 6.2220 4.7318 -1.550
Cl 6.0034 6.2589 3.1965 0.489
Cl 7.6095 7.7864 5.0772 0.523
Cl 5.8007 5.7334 6.0437 0.531
H 7.6631 5.4879 4.6515 0.014
C -1.1920 10.5081 3.0151 -1.571
Cl -2.0406 10.4995 1.4681 0.516
Cl -0.4881 12.0932 3.3370 0.525
Cl -2.2675 10.0196 4.3236 0.529
H -0.3853 9.7896 2.9582 -0.052
C -1.9407 -2.9609 4.8043 -1.538
Cl -0.5555 -2.2126 5.5998 0.488
Cl -3.4369 -2.1326 5.2462 0.522
Cl -1.7300 -2.9826 3.0548 0.480
H -2.0140 -3.9845 5.1488 0.013
C 2.5377 -1.4593 8.6120 -1.546
Cl 2.0369 -0.0872 9.5990 0.530
Cl 1.7035 -2.9308 9.1127 0.517
Cl 2.2604 -1.1364 6.9001 0.505
H 3.5990 -1.6097 8.7573 0.010
C -8.6594 5.5726 2.7071 -1.551
Cl -10.3745 5.2404 2.4818 0.540
Cl -8.4099 6.7389 4.0091 0.540
Cl -7.7670 4.0880 3.0319 0.543
H -8.2729 6.0020 1.7918 -0.014
C 4.8456 -3.2799 0.9502 -1.526
Cl 3.2659 -4.0153 1.2237 0.572
Cl 6.1411 -4.4115 1.3184 0.556
Cl 4.9818 -2.6945 -0.7161 0.594
H 4.9406 -2.4250 1.6062 -0.037
C -6.5618 -5.7883 -2.8929 -1.544
Cl -6.8888 -4.2681 -2.0595 0.502
Cl -7.1279 -7.1586 -1.9229 0.509
Cl -7.3206 -5.8003 -4.4839 0.523
H -5.4918 -5.8775 -3.0297 -0.006
C -8.2161 10.1543 5.9708 -1.567
Cl -9.7281 11.0141 5.6823 0.526
Cl -6.8436 11.0677 5.3443 0.522
Cl -8.0085 9.8054 7.6869 0.525
H -8.2605 9.2131 5.4406 -0.044
C -1.7631 -10.0984 2.6331 -1.540
Cl -3.4399 -9.6581 2.3009 0.521
Cl -0.6712 -8.7626 2.2690 0.519
Cl -1.5762 -10.6241 4.3060 0.528
H -1.5031 -10.9274 1.9888 0.012
C 5.1951 1.2582 0.9443 -1.524
Cl 3.5505 0.7083 0.6296 0.529
Cl 5.2112 2.4005 2.2891 0.532
Cl 6.2953 -0.0876 1.2637 0.554
H 5.5523 1.7724 0.0615 0.018
C -3.5912 -2.1703 9.2363 -1.561
Cl -3.8482 -1.9039 10.9618 0.526
Cl -1.9082 -2.5736 8.9053 0.498
Cl -4.6716 -3.4276 8.6309 0.514
H -3.8230 -1.2499 8.7164 0.010
```

Values from the calculation:
HOMO energy ... -0.320 Eh
Charge ... 0
2S+1 ... 1
LUMO ... -0.05 eV
Electronic energy ... -778819.1472 eV

(3)
The following is a quantum chemistry calculation of a molecular structure, C8H8O5RbS at a distorted geometry, from OMol25.

Geometry as XYZ:
```
23
Properties=species:S:1:pos:R:3:lowdin_charge:R:1
Rb -0.3234 0.8111 0.7335 1.039
C 3.4288 -2.3027 -0.6716 -0.026
C 2.6790 -1.3212 0.0055 -0.406
C 3.2939 0.1145 0.1813 -0.404
O 2.5662 1.0415 0.6306 -0.206
C 4.5913 0.3507 -0.3028 -0.032
C 5.3259 -0.6192 -0.9929 -0.410
C 4.6770 -1.9781 -1.2387 -0.399
O 5.3260 -2.8304 -1.8823 -0.037
O 6.4916 -0.3730 -1.3631 -0.034
O 1.4703 -1.4476 0.3334 -0.200
H 3.0298 -3.2860 -0.8695 0.090
H 5.0869 1.3017 -0.1564 0.094
C -5.4063 1.2349 -0.6009 -0.264
S -4.0557 0.3319 0.1867 0.854
O -2.7483 0.9729 -0.1697 -0.745
C -4.4987 0.9060 1.8664 -0.251
H -5.3873 2.2881 -0.3356 0.060
H -6.3497 0.7462 -0.3513 0.056
H -5.3368 1.0956 -1.6814 0.055
H -4.4693 1.9863 1.9985 0.063
H -3.8685 0.3731 2.5770 0.050
H -5.5228 0.6036 2.1032 0.055
```

Values from the calculation:
HOMO energy ... -0.088 Eh
Energy above the lowest of the compared OMol25 structures with the same formula, charge and spin ... 0.0 kJ/mol
Charge ... -1
2S+1 ... 1
LUMO ... 1.04 eV
Electronic energy ... -30153.6238 eV